1.
The following is a quantum chemistry calculation of a structure of composition C25H46Cl8N2O5SSi2 in a non-equilibrium geometry, from the OMol25 dataset.

XYZ file:
```
89
Properties=species:S:1:pos:R:3:mulliken_charge:R:1
C 4.56 -2.34 2.69 0.1214
C 4.79 -1.63 1.75 -0.7277
C 5.10 -0.63 0.62 -0.3887
C 4.94 -1.23 -0.86 -0.4176
C 3.87 -0.37 -1.65 -0.1214
Si 2.05 -1.02 -1.46 -0.0170
C 1.97 -2.17 0.04 -0.5302
O 0.79 -3.06 0.07 -0.1209
C 0.76 -3.54 1.41 0.6457
C -0.17 -2.93 2.51 -0.6573
O 1.53 -4.42 1.68 -0.5522
C 1.72 -1.96 -3.12 -0.5772
C 0.27 -2.50 -3.24 0.3254
C -0.12 -3.96 -2.79 -1.3873
N -0.66 -1.76 -3.75 -0.3756
O 1.07 0.38 -1.43 -0.7319
Si -0.10 0.47 -0.22 0.8022
C -1.50 -0.79 -0.33 1.0034
C -2.88 -0.26 -0.93 -0.3449
C -4.08 -0.78 -0.02 1.2279
C -4.84 -2.03 -0.70 -1.3341
C -5.16 0.34 0.29 -1.3355
N -0.81 2.13 -0.36 -0.4081
C -1.51 2.38 0.60 0.1429
S -2.48 2.76 1.83 -0.2313
O 0.52 0.40 1.39 -0.1783
C 1.74 1.15 1.54 0.4892
C 1.74 2.14 2.77 -1.0168
O 0.58 2.98 2.87 -0.2114
C 0.85 4.34 2.52 -0.1906
C 1.17 4.60 0.99 -0.6288
H 4.14 -2.93 3.53 0.3928
H 6.18 -0.33 0.75 0.4548
H 4.52 0.34 0.70 0.1393
H 5.93 -1.04 -1.37 0.4125
H 4.79 -2.34 -0.89 0.3170
H 3.85 0.70 -1.31 0.3623
H 4.10 -0.32 -2.76 -0.4575
H 2.13 -1.67 1.04 0.0387
H 2.85 -2.89 -0.05 0.7253
H -1.25 -2.84 2.20 0.2159
H -0.14 -3.66 3.37 0.3628
H 0.23 -1.96 2.90 0.0781
H 1.86 -1.18 -3.92 0.3777
H 2.52 -2.73 -3.26 0.3481
H -0.76 -4.39 -3.61 0.5263
H 0.80 -4.63 -2.73 0.3328
H -0.68 -3.97 -1.82 0.1673
H -1.52 -2.34 -3.72 0.2325
H -1.15 -1.62 -1.02 -0.7115
H -1.60 -1.29 0.68 -0.2842
H -2.92 0.84 -1.14 0.4735
H -3.03 -0.77 -1.93 -0.0562
H -3.73 -1.17 0.98 -0.1391
H -4.66 -2.10 -1.80 0.2864
H -4.47 -2.98 -0.22 0.2656
H -5.94 -1.93 -0.47 0.3902
H -4.69 1.35 0.46 0.2151
H -5.97 0.41 -0.48 0.3539
H -5.67 0.04 1.26 0.2554
H 2.08 1.64 0.58 0.0145
H 2.55 0.38 1.77 -0.1503
H 1.93 1.60 3.74 0.3278
H 2.63 2.83 2.61 0.3712
H -0.09 4.92 2.76 -0.0091
H 1.66 4.71 3.22 0.4428
H 2.05 5.30 0.86 0.2807
H 0.28 5.06 0.47 0.2786
H 1.42 3.68 0.41 0.0248
C -5.57 1.37 4.45 0.5099
Cl -4.59 0.01 3.87 -0.1312
Cl -7.06 1.53 3.52 -0.1586
H -5.82 1.20 5.50 0.3489
H -4.99 2.29 4.35 -0.5683
C -2.92 5.23 4.40 -0.0310
Cl -4.41 4.28 4.43 -0.1883
Cl -3.15 6.80 5.18 -0.1761
H -2.14 4.69 4.93 0.2440
H -2.62 5.39 3.37 0.1442
C -2.41 0.94 -5.03 0.2705
Cl -3.90 -0.02 -5.04 -0.1793
Cl -2.62 2.45 -4.14 -0.1720
H -1.62 0.35 -4.55 -0.2624
H -2.13 1.16 -6.05 0.3443
C 6.13 -1.46 -5.20 -0.3203
Cl 4.67 -2.46 -5.20 -0.1124
Cl 5.86 0.07 -4.35 -0.1034
H 6.93 -2.00 -4.70 0.2683
H 6.41 -1.24 -6.23 0.3435
```

Gap between HOMO and LUMO   9.6 eV
E_tot   -166659.08861 eV
HOMO   -9.2 eV

2.
The following is a quantum chemistry calculation of an isolated molecule of C23H17ClN4O3S in a non-equilibrium geometry, from the OMol25 dataset.

XYZ file:
```
49
Properties=species:S:1:pos:R:3:mulliken_charge:R:1
C 5.24 -0.50 -1.44 -1.1310
N 3.79 -0.60 -1.33 0.0534
C 3.09 -1.67 -1.86 0.4489
O 3.73 -2.51 -2.51 -0.7381
C 1.66 -1.85 -1.55 0.4614
C 0.93 -2.92 -2.08 -1.0232
C -0.44 -2.95 -1.97 -0.6216
C -1.14 -1.99 -1.24 0.4817
C -2.65 -2.12 -1.16 0.1830
C -3.44 -2.66 -2.19 -0.3302
C -4.84 -2.80 -2.05 -0.7601
C -5.43 -2.38 -0.86 -0.1620
C -4.69 -1.81 0.15 -0.2484
S -5.45 -1.40 1.80 1.2113
N -4.97 -2.70 2.72 -0.5800
O -6.91 -1.56 1.77 -0.6468
O -4.92 -0.22 2.47 -0.6395
C -3.30 -1.69 -0.01 -0.2647
C -0.39 -0.95 -0.68 -0.9160
C 0.99 -0.86 -0.81 0.6369
N 1.70 0.25 -0.35 0.9552
N 1.23 1.32 0.31 -1.6433
C 2.28 2.09 0.48 0.3608
C 2.28 3.36 1.23 0.6388
C 1.11 3.87 1.79 -0.3588
C 1.11 5.08 2.50 -0.5871
C 2.25 5.83 2.63 0.1867
Cl 2.24 7.41 3.47 -0.2180
C 3.41 5.38 2.05 -0.7557
C 3.45 4.17 1.35 -0.4085
C 3.46 1.53 -0.08 -0.7487
C 3.07 0.36 -0.62 0.3882
H 5.71 0.10 -0.63 0.3456
H 5.46 0.00 -2.40 0.3663
H 5.71 -1.52 -1.47 0.3378
H 1.42 -3.68 -2.63 0.5238
H -1.00 -3.80 -2.40 0.4235
H -3.02 -2.97 -3.14 0.4788
H -5.44 -3.16 -2.88 0.4100
H -6.51 -2.53 -0.74 0.4185
H -5.53 -3.48 2.37 0.2943
H -5.22 -2.49 3.69 0.3047
H -2.69 -1.30 0.82 0.3665
H -0.89 -0.15 -0.17 0.7664
H 0.19 3.31 1.66 0.4793
H 0.17 5.37 2.97 0.3861
H 4.28 5.99 2.15 0.4282
H 4.41 3.87 0.94 0.2201
H 4.49 1.91 -0.06 0.2255
```

Gap between HOMO and LUMO   8.1 eV
E_tot   -59587.47085 eV
Structure (SMILES)   Cn1c(=O)c2ccc(-c3cccc(S(N)(=O)=O)c3)cc2n2nc(-c3ccc(Cl)cc3)cc12
HOMO   -8.4 eV

3.
The following is a quantum chemistry calculation of a structure of composition C38H51Cl3CoN2O3SbSi in a non-equilibrium geometry, from the OMol25 dataset.

XYZ file:
```
100
Properties=species:S:1:pos:R:3:mulliken_charge:R:1
C -2.14 -1.61 -4.67 -1.7038
C -1.26 -2.08 -3.57 0.0742
H -1.59 -1.52 -5.61 0.3335
H -2.58 -0.64 -4.43 0.3345
H -2.95 -2.34 -4.85 0.3888
C -0.48 -3.17 -3.65 0.4757
C -0.37 -3.96 -4.88 -1.6208
H 0.08 -3.52 -2.77 0.2830
H 0.06 -3.38 -5.71 0.2210
H -1.37 -4.29 -5.19 0.4230
H 0.26 -4.84 -4.73 0.3857
Co 0.92 0.43 -4.30 0.4600
Cl -2.64 0.28 0.83 -0.5749
Cl -2.18 1.91 -2.34 -0.2472
H 0.88 4.11 3.41 0.3256
H -1.55 5.09 2.47 0.1727
C 1.18 4.09 2.35 -0.9343
C -0.92 5.16 1.57 -0.7648
N 0.00 4.04 1.50 0.5199
H 1.84 3.24 2.17 0.1405
C -0.25 3.00 0.67 -0.2955
O 0.58 2.14 0.37 -0.5837
H -1.57 5.14 0.68 0.1854
H -1.28 2.97 0.27 0.4096
H 1.72 5.03 2.14 0.3746
H -0.34 6.10 1.58 0.3508
H 2.75 -2.48 -4.77 0.1620
H 2.70 -3.41 -1.66 0.2609
C 3.52 -1.91 -4.23 -0.9038
C 3.52 -2.71 -1.86 -0.8892
N 3.12 -1.69 -2.83 0.4266
H 3.69 -0.94 -4.73 0.3147
C 2.74 -0.50 -2.41 -0.2609
O 2.51 0.49 -3.16 -0.8857
H 3.80 -2.25 -0.91 0.3544
H 2.68 -0.40 -1.32 0.6532
H 4.45 -2.48 -4.22 0.3824
H 4.38 -3.27 -2.25 0.4058
O -0.18 -0.23 -2.49 0.6230
C -1.16 -1.19 -2.33 0.0874
C 0.33 -2.26 -0.57 1.5788
C -0.95 -2.06 -1.07 -0.1343
H 1.13 -1.63 -0.97 -1.1715
C 0.54 -3.30 0.35 -0.1390
H -2.16 -0.74 -2.23 0.2934
C -2.05 -2.78 -0.58 -0.4740
H 1.56 -3.52 0.70 0.4084
C -0.55 -4.08 0.77 -0.8787
C -1.86 -3.76 0.38 -0.8674
H -3.06 -2.60 -0.98 0.4081
H -0.35 -4.94 1.41 0.3599
H -2.72 -4.32 0.77 0.4011
Si -0.80 3.20 -3.23 0.6593
Cl 0.87 -0.60 -6.06 -0.5686
C 0.86 3.28 -2.36 -0.5987
C -1.81 4.82 -3.12 -1.1111
C -0.58 2.85 -5.09 -1.2067
H 1.07 2.31 -1.89 -0.2937
H 0.87 4.09 -1.63 0.4242
H 1.63 3.49 -3.11 0.5156
H 0.40 2.41 -5.34 0.3084
H -0.62 3.83 -5.59 0.4042
H -1.39 2.23 -5.46 0.3399
H -1.98 5.13 -2.09 0.2129
H -2.80 4.70 -3.59 0.2911
H -1.27 5.63 -3.61 0.3443
C -1.35 3.62 5.45 -0.4919
C -0.27 2.74 5.60 -0.7181
C -0.06 1.70 4.70 -0.3148
C -0.94 1.50 3.64 0.9844
C -2.03 2.36 3.49 -0.4866
C -2.24 3.42 4.38 -0.6805
Sb -0.64 -0.15 2.22 1.1393
C 1.58 -0.50 2.69 0.5070
C 2.50 0.00 1.77 0.0217
C 3.88 -0.10 2.05 -0.7541
C 4.31 -0.70 3.23 -0.6374
C 3.37 -1.22 4.14 -0.7781
C 1.99 -1.10 3.87 -0.5878
C -1.72 -1.75 3.26 1.0428
C -1.03 -2.85 3.77 -0.4200
C -1.74 -3.90 4.36 -0.7883
C -3.14 -3.88 4.41 -0.5304
C -3.82 -2.77 3.89 -0.7556
C -3.11 -1.70 3.33 -0.8047
H -1.51 4.44 6.15 0.3826
H 0.41 2.88 6.45 0.3921
H 0.80 1.04 4.82 0.2230
H -2.74 2.19 2.67 0.3261
H -3.10 4.08 4.24 0.4515
H 2.16 0.48 0.85 0.2074
H 4.60 0.32 1.33 0.4439
H 5.38 -0.77 3.46 0.3732
H 3.70 -1.70 5.06 0.4048
H 1.27 -1.49 4.60 0.4900
H 0.06 -2.92 3.68 0.4188
H -1.19 -4.75 4.79 0.4006
H -3.70 -4.70 4.86 0.3701
H -4.91 -2.73 3.93 0.4025
H -3.66 -0.85 2.93 0.3967
```

Gap between HOMO and LUMO (spin up / spin down)   7.4 / 6.8 eV
Spin multiplicity   5
E_tot   -138966.48637 eV
⟨S²⟩   6.0160
HOMO (spin up / spin down)   -6.9 / -7.7 eV

4.
The following is a quantum chemistry calculation of a cluster of 2 separate species, C10H16O in total in a non-equilibrium geometry, from the OMol25 dataset.

XYZ file:
```
27
Properties=species:S:1:pos:R:3:mulliken_charge:R:1
C -0.18 -3.03 -1.71 -1.0696
C 1.01 -2.29 -1.07 -0.9192
C 0.62 -1.69 0.27 0.5323
C 0.96 -2.11 1.52 -0.5444
C 0.43 -1.46 2.65 -0.3652
C -0.52 -0.47 2.46 0.4462
O -0.99 0.12 3.61 -0.5341
C -0.72 0.11 1.20 -0.1673
C -0.21 -0.53 0.12 -0.7057
H -0.86 -3.38 -0.94 0.3379
H 0.09 -3.93 -2.27 0.3536
H -0.69 -2.42 -2.45 0.2946
H 1.87 -2.96 -0.92 0.3965
H 1.41 -1.53 -1.74 0.3905
H 1.50 -3.03 1.72 0.3322
H 0.74 -1.54 3.68 0.3789
H -1.40 0.97 3.42 0.3094
H -1.14 1.12 1.16 0.1508
H -0.23 -0.26 -0.93 0.3774
C -0.75 3.22 -1.63 -0.6967
C 0.30 3.93 -0.82 -0.8390
H -1.50 3.84 -2.12 0.3353
H -0.35 2.57 -2.41 0.2432
H -1.40 2.57 -1.01 0.1343
H -0.01 4.76 -0.19 0.2882
H 1.18 4.27 -1.38 0.3204
H 0.84 3.18 -0.21 0.2194
```

Gap between HOMO and LUMO   9.1 eV
E_tot   -12676.18198 eV
Structure (SMILES)   CCc1ccc(O)cc1.CC
HOMO   -8.3 eV

5.
The following is a quantum chemistry calculation of a structure of composition C23H41ClN4O2Os in a non-equilibrium geometry, from the OMol25 dataset.

XYZ file:
```
72
Properties=species:S:1:pos:R:3:mulliken_charge:R:1
Os -0.23 0.45 1.50 0.9086
Cl 1.30 0.39 -0.08 -0.5650
C -0.20 0.80 5.61 -0.3340
C 0.08 0.97 3.40 -1.0667
N 0.54 0.36 4.55 0.5789
H -1.76 2.37 5.74 0.3789
N -0.89 1.84 3.83 0.6382
H -0.02 0.45 6.61 0.3596
C 1.65 -0.63 4.62 1.4678
C 2.22 -0.66 6.03 -2.0790
C 1.15 -2.04 4.31 -1.5707
H 1.50 -1.06 6.76 0.4334
H 3.08 -1.35 6.04 0.4507
H 2.59 0.33 6.35 0.3999
H 3.50 -0.98 3.60 0.4255
H 3.16 0.74 3.92 0.3406
H 0.70 -2.11 3.32 0.1885
C 2.71 -0.21 3.62 -1.3121
H 0.42 -2.38 5.06 0.3606
H 2.01 -2.72 4.35 0.4844
H 2.31 -0.13 2.60 0.1624
C -1.05 1.76 5.19 -0.7359
C -3.05 2.82 3.12 -1.7474
H -3.39 3.18 4.10 0.3597
H -3.47 3.49 2.35 0.4537
C -1.53 2.83 2.96 1.7986
H -1.55 3.17 0.84 0.4915
C -0.96 4.19 3.34 -1.7137
H 0.13 4.19 3.24 0.3577
H -3.46 1.82 2.93 0.3119
H -1.78 1.51 1.13 0.3258
H -1.23 4.46 4.37 0.3510
H -1.37 4.95 2.66 0.4127
C -1.16 2.40 1.53 -1.8254
H -0.06 2.48 1.24 0.3387
C 0.59 -2.13 -5.53 -0.3801
N 0.62 -2.04 -4.15 0.0482
H -0.31 -0.76 -6.98 -0.0505
N -0.42 -0.31 -4.84 -0.4125
H 1.00 -2.93 -6.11 0.2557
C 1.38 -2.95 -3.29 3.1455
C 1.60 -4.24 -4.05 -2.6828
C 2.74 -2.31 -2.99 -1.8889
H 2.24 -4.08 -4.92 0.4317
H 2.11 -4.97 -3.40 0.4137
H 0.65 -4.69 -4.37 0.5144
H 1.14 -3.75 -1.31 0.4244
H -0.37 -3.66 -2.25 0.3542
H 2.61 -1.34 -2.49 0.1907
C 0.57 -3.14 -2.02 -1.8396
H 3.30 -2.18 -3.92 0.4018
H 3.31 -2.98 -2.34 0.4285
H 0.34 -2.17 -1.56 0.3014
C -0.07 -1.04 -5.97 -0.3645
C 0.09 2.06 -4.67 -2.9656
H 0.79 2.01 -5.52 0.5268
H -0.35 3.06 -4.65 0.4432
C -1.02 1.02 -4.87 6.5787
H -2.42 2.09 -3.64 0.3850
C -1.67 1.23 -6.22 -4.3493
H -2.41 0.45 -6.44 0.5836
H 0.64 1.88 -3.74 0.0898
H -1.55 0.78 -2.78 0.2068
H -0.91 1.24 -7.01 0.4328
H -2.17 2.20 -6.24 0.6337
C -2.02 1.08 -3.73 -2.5904
H -2.86 0.40 -3.93 0.3933
C 0.03 -0.91 -3.71 -0.6532
O -1.61 -1.28 3.30 -0.4029
C -2.30 -1.18 2.27 -0.1366
O -1.91 -0.49 1.23 -0.6497
H -3.28 -1.65 2.13 0.3533
```

Gap between HOMO and LUMO (spin up / spin down)   1.3 / 4.3 eV
Spin multiplicity   5
E_tot   -49555.57833 eV
⟨S²⟩   6.0139
Net charge   -2
HOMO (spin up / spin down)   2.8 / -0.2 eV

6.
The following is a quantum chemistry calculation of a structure of composition C20H33AsN2O3 in a non-equilibrium geometry, from the OMol25 dataset.

XYZ file:
```
59
Properties=species:S:1:pos:R:3:mulliken_charge:R:1
C 2.12 -0.37 3.38 -1.1461
C 2.22 0.11 2.14 -0.6186
As 0.72 0.19 0.69 2.4035
N -0.50 0.61 2.15 -0.9663
C 0.26 -1.84 0.92 -1.6072
C -1.22 -2.22 0.90 -0.9448
N -1.79 -2.44 -0.43 0.7935
C -1.02 -3.16 -1.42 -0.1237
C -0.76 -4.67 -1.16 -1.4182
C -3.16 -2.73 -0.41 0.2852
C -4.04 -1.50 -0.46 -1.1442
O -3.63 -3.85 -0.36 -0.6583
C 1.13 2.27 0.59 -1.8676
C -0.03 3.19 0.40 0.7703
C -0.39 3.69 -0.86 -0.0668
C -1.45 4.56 -1.02 -0.8170
C -2.21 4.98 0.07 -0.4061
C -1.86 4.51 1.33 -0.7196
C -0.79 3.65 1.49 -0.2839
C -0.76 0.38 -0.75 0.1752
O -0.43 0.15 -1.94 -0.6649
O -1.91 0.69 -0.34 -0.7027
C 2.18 -0.42 -0.68 1.0430
C 3.25 -1.36 -0.07 -2.2015
C 2.98 0.60 -1.49 -1.1664
C 2.26 1.32 -2.62 -1.0870
H 1.22 -0.30 3.98 0.3172
H 2.99 -0.82 3.89 0.2494
H 3.18 0.56 1.87 0.4080
H -0.65 -0.18 2.77 0.3058
H -1.40 0.92 1.81 0.3030
H 0.79 -2.48 0.22 0.6288
H 0.64 -2.16 1.90 0.4178
H -1.35 -3.14 1.50 0.4215
H -1.84 -1.48 1.41 0.3862
H -0.08 -2.65 -1.56 -0.3307
H -1.54 -3.05 -2.37 0.7215
H -1.11 -5.25 -2.02 0.3330
H 0.32 -4.85 -1.11 0.3758
H -1.24 -5.03 -0.25 0.3146
H -5.08 -1.81 -0.58 0.4097
H -3.89 -0.88 0.42 0.2209
H -3.74 -0.89 -1.31 0.2510
H 1.52 2.51 1.58 0.5127
H 1.88 2.58 -0.15 0.6316
H 0.15 3.40 -1.75 0.3102
H -1.69 4.92 -2.02 0.3379
H -3.05 5.65 -0.09 0.3395
H -2.45 4.83 2.18 0.3332
H -0.54 3.29 2.48 0.3423
H 1.66 -1.07 -1.39 -0.0758
H 2.85 -2.08 0.64 0.3859
H 4.10 -0.80 0.35 0.4342
H 3.68 -1.94 -0.90 0.4927
H 3.47 1.31 -0.81 0.2442
H 3.83 0.07 -1.96 0.5257
H 1.34 1.79 -2.28 -0.1515
H 1.97 0.61 -3.40 0.4021
H 2.91 2.08 -3.07 0.3419
```

Gap between HOMO and LUMO   5.1 eV
E_tot   -91232.00758 eV
Net charge   -2
HOMO   0.2 eV